# 1
Molecular formula: C25H44B4F9NO5S2Zr
Method: DFT, wB97M-V/def2-TZVPD

Positions of all 91 atoms, in Å:
C 3.65 -0.99 4.12
C 4.05 0.51 4.20
C 3.11 1.30 3.22
C 3.00 2.79 3.73
C 2.48 3.69 2.57
C 1.12 4.36 2.88
C -0.07 3.37 3.05
C -1.22 3.58 2.03
N -1.32 2.60 0.94
C -0.35 3.05 -0.08
C -0.24 2.11 -1.29
C 0.58 0.80 -1.06
C 0.75 0.32 0.39
C -0.46 -0.45 0.98
C -0.58 -0.28 2.50
C -1.76 -1.04 3.14
C -1.92 -2.52 2.70
C -2.67 2.68 0.49
S -3.42 4.12 0.22
S -3.74 1.23 0.32
C -3.61 0.48 -1.35
C -4.22 -0.94 -1.40
C -3.21 -2.09 -1.36
B -2.35 -2.32 -2.68
O -2.77 -1.79 -3.91
B -1.73 -1.73 -4.81
B -1.32 -0.39 -5.81
O -0.95 -0.68 -7.08
O -1.31 0.91 -5.38
C -0.03 1.51 -5.51
O -0.91 -2.82 -4.90
B -0.33 -2.91 -3.62
C 1.28 -2.86 -3.56
F 1.83 -3.27 -4.68
F 1.59 -1.51 -3.47
C 1.94 -3.53 -2.33
F 3.23 -3.19 -2.38
F 1.45 -2.95 -1.22
C 1.88 -5.10 -2.30
F 1.35 -5.61 -3.40
F 3.11 -5.55 -2.22
C 1.17 -5.64 -1.03
F 1.15 -6.95 -1.13
F -0.08 -5.23 -0.94
F 1.85 -5.35 0.05
O -1.16 -3.03 -2.55
H 2.62 -1.12 4.47
H 3.78 -1.33 3.10
H 4.30 -1.51 4.84
H 3.89 0.89 5.21
H 5.08 0.70 3.90
H 3.50 1.24 2.20
H 2.13 0.80 3.20
H 2.35 2.78 4.60
H 4.01 3.09 3.99
H 3.21 4.47 2.38
H 2.45 3.08 1.65
H 0.96 5.12 2.10
H 1.27 4.88 3.82
H -0.49 3.56 4.04
H 0.33 2.35 3.07
H -2.23 3.66 2.49
H -1.05 4.56 1.57
H 0.66 3.16 0.34
H -0.60 4.05 -0.47
H -1.26 1.96 -1.67
H 0.29 2.67 -2.06
H 0.03 0.00 -1.58
H 1.53 0.87 -1.57
H 1.10 1.10 1.08
H 1.55 -0.43 0.37
H -0.26 -1.52 0.81
H -1.38 -0.23 0.44
H 0.32 -0.61 3.03
H -0.78 0.78 2.67
H -1.64 -1.05 4.22
H -2.72 -0.51 2.97
H -2.84 -2.61 2.12
H -2.08 -3.18 3.56
H -1.06 -2.92 2.16
H -2.56 0.43 -1.64
H -4.10 1.16 -2.06
H -4.91 -1.08 -0.56
H -4.79 -1.04 -2.33
H -3.81 -3.02 -1.28
H -2.56 -2.09 -0.49
H -0.05 -1.06 -7.12
H 0.00 2.51 -5.09
H 0.28 1.60 -6.57
H 0.77 0.94 -5.01
Zr -4.06 4.22 3.05

Properties
Charge: +4
DFT total energy, Eh: -3249.86053
HOMO-LUMO gap, eV: 1.5



# 2
Molecular formula: C45H54AgGeI2N3OSi2Te
Method: DFT, wB97M-V/def2-TZVPD

Positions of all 110 atoms, in Å:
Ag 0.29 -0.53 -0.22
I -2.87 0.56 7.80
C -2.04 0.03 5.93
C -1.30 -1.13 5.81
C -0.75 -1.43 4.57
I 0.39 -3.17 4.34
C -0.89 -0.61 3.41
O -0.29 -0.87 2.31
C -1.74 0.54 3.58
C -2.14 1.37 2.39
N -1.03 1.99 1.66
C -1.50 3.01 0.75
C -0.87 3.02 -0.63
C -1.19 4.09 -1.47
C -0.74 4.09 -2.77
C -0.01 2.99 -3.21
C 0.25 1.98 -2.31
N -0.14 2.00 -1.04
C -2.27 0.85 4.83
H -1.13 -1.78 6.65
H -2.78 2.17 2.76
H -2.75 0.75 1.72
H -0.51 1.28 1.18
H -1.35 4.00 1.19
H -2.58 2.92 0.57
H -1.79 4.91 -1.10
H -0.97 4.91 -3.44
H 0.35 2.92 -4.24
H 0.78 1.07 -2.62
H -2.88 1.74 4.93
C 3.85 0.07 -3.81
C 3.39 -1.17 -3.41
C 2.92 -1.32 -2.11
N 2.89 -0.33 -1.23
C 3.32 0.87 -1.63
C 3.81 1.12 -2.90
H 4.22 0.23 -4.82
H 3.37 -2.01 -4.09
H 2.52 -2.27 -1.77
H 3.24 1.67 -0.89
H 4.14 2.12 -3.17
C 4.21 2.70 4.37
Si 2.74 1.62 4.86
C 2.96 1.27 6.70
C 1.22 2.67 4.65
C 2.68 -0.04 4.01
Te 2.47 -0.27 1.85
C 4.58 0.32 1.65
Si 5.73 -1.13 1.51
C 5.51 -2.08 -0.08
C 5.54 -2.31 2.95
C 7.51 -0.49 1.51
H 4.24 3.57 5.04
H 4.11 3.07 3.34
H 5.17 2.18 4.46
H 2.99 2.20 7.27
H 3.89 0.72 6.89
H 2.12 0.67 7.07
H 1.47 3.74 4.68
H 0.49 2.47 5.44
H 0.72 2.46 3.69
H 1.84 -0.59 4.44
H 3.59 -0.60 4.26
H 4.81 0.90 2.54
H 4.69 0.99 0.79
H 4.47 -2.40 -0.20
H 6.14 -2.98 -0.08
H 5.78 -1.47 -0.95
H 4.48 -2.49 3.17
H 6.01 -1.91 3.86
H 6.00 -3.27 2.72
H 7.66 0.23 0.69
H 8.23 -1.31 1.38
H 7.75 0.02 2.45
C -0.30 -1.81 -1.86
Ge -0.90 -3.48 -1.29
C -1.53 -4.69 -2.77
C -2.72 -5.42 -2.77
C -3.08 -6.24 -3.84
C -2.24 -6.34 -4.95
C -1.06 -5.61 -4.98
C -0.71 -4.80 -3.90
C 0.56 -4.60 -0.49
C 1.32 -4.06 0.56
C 2.32 -4.79 1.19
C 2.60 -6.09 0.78
C 1.87 -6.65 -0.26
C 0.85 -5.91 -0.87
C -2.32 -3.75 0.12
C -2.60 -4.98 0.72
C -3.51 -5.09 1.76
C -4.15 -3.95 2.25
C -3.87 -2.71 1.67
C -2.97 -2.62 0.62
H -1.09 -1.40 -2.50
H -3.38 -5.36 -1.90
H -4.00 -6.80 -3.81
H -2.52 -6.98 -5.78
H -0.41 -5.68 -5.84
H 0.21 -4.22 -3.93
H 1.10 -3.05 0.90
H 2.87 -4.34 2.02
H 3.38 -6.67 1.27
H 2.08 -7.66 -0.59
H 0.27 -6.38 -1.67
H -2.09 -5.88 0.37
H -3.71 -6.05 2.22
H -4.85 -4.03 3.07
H -4.35 -1.82 2.07
H -2.71 -1.65 0.19

Properties
ΔE to the lowest compared entry with this formula, charge and spin, kcal/mol: 37.6
Charge: -2
DFT total energy, Eh: -5652.92984
HOMO-LUMO gap, eV: 3.4